Below is C7H10KNO7S as an isolated structure in a non-equilibrium geometry, with properties calculated with ωB97M-V with the def2-TZVPD basis set.

Results
**E_HOMO**: -7.4105 eV
**Max |F|**: 1.33 eV/Å
**Energy**: -50403.5484 eV
**LUMO**: -0.0397 hartree

Cartesian coordinates (Å):
K: -0.51488 0.59213 -0.39082
O: 2.75101 -1.90252 -2.17676
C: 1.91030 -2.43166 -1.18741
O: 2.09409 -3.57677 -0.83671
O: 0.99845 -1.61765 -0.79730
H: 2.57814 -0.96351 -2.10106
C: 0.63844 1.89015 2.62412
C: 1.68072 1.95645 3.72129
O: 2.91437 1.75568 3.01091
S: 2.73109 0.91950 1.67056
O: 3.22713 -0.38341 1.77263
O: 3.11551 1.73872 0.59757
O: 1.11313 0.85605 1.76133
H: 0.57375 2.83517 2.07068
H: -0.37085 1.64419 2.94989
H: 1.55999 1.16165 4.45669
H: 1.73034 2.92749 4.20287
N: -3.51633 -0.48837 -1.22706
C: -3.15406 -1.75659 -1.62236
C: -2.40465 -1.64824 -2.75779
C: -2.25675 -0.26513 -3.04468
C: -2.93840 0.42321 -2.07008
H: -4.08337 -0.26381 -0.43015
H: -3.45825 -2.61919 -1.05695
H: -2.01969 -2.48827 -3.30942
H: -1.77017 0.22477 -3.87114
H: -3.12907 1.47996 -1.95886